Molecular formula: C14H52N12O12
Method: DFT, ωB97M-V/def2-TZVPD

Properties
HOMO energy: -7.7 eV
Net charge: 0
Maximum force: 10.87 eV Å⁻¹
Structure (SMILES): NC(N)=O.NC(N)=O.NC(N)=O.NC(N)=O.NC(N)=O.NC(N)=O.CCO.CCO.CO.CO.CO.CO

Each line ends with the Löwdin charge.
Positions of all 90 atoms, in Å:
O: -2.37 -3.47 -2.92  -0.169
O: -2.87 4.29 -3.30  -0.116
O: -2.10 2.54 2.45  -0.151
O: 1.22 -2.50 1.94  -0.129
O: -3.51 -1.81 2.97  -0.122
O: -3.05 1.53 -1.09  -0.123
O: 2.98 -4.92 -2.24  -0.056
O: 2.20 2.03 3.23  -0.150
O: 2.67 -0.84 -4.17  -0.155
O: -0.63 -1.10 0.52  -0.088
O: 4.11 -1.90 1.51  -0.111
O: 1.46 3.67 -1.40  -0.087
N: -1.55 -1.20 -3.06  0.137
N: 1.89 -4.08 -0.39  0.179
N: -5.30 1.27 -0.64  0.203
N: 0.33 3.38 0.69  0.110
N: -4.71 2.92 -1.76  0.196
N: 2.37 2.61 0.41  0.166
N: 1.40 0.10 0.63  0.134
N: -0.28 1.05 -0.41  0.149
N: 2.00 -1.04 -1.85  0.130
N: 3.71 -3.03 -1.06  0.138
N: -0.18 -2.71 -2.39  0.165
N: 0.88 0.41 -3.05  0.129
C: 0.94 1.54 3.65  -0.113
C: -4.35 1.91 -1.16  -0.718
C: 1.44 3.31 -0.06  -0.623
C: 1.88 -0.46 -3.02  -0.530
C: -2.34 3.41 -4.29  -0.286
C: 0.12 0.04 0.32  -0.582
C: -1.79 2.12 -3.66  -0.091
C: -2.27 -2.27 2.52  -0.199
C: 2.32 -3.78 3.60  -0.076
C: -1.40 -2.47 -2.79  -0.624
C: 2.91 -4.06 -1.24  -0.641
C: 4.22 -0.50 1.29  -0.130
C: -3.27 1.63 2.17  -0.080
C: 1.63 -2.48 3.33  -0.293
H: 1.04 0.46 3.75  0.063
H: 4.38 -2.21 2.36  0.080
H: -3.44 -1.80 3.95  0.092
H: -6.25 1.48 -0.83  0.126
H: 3.18 -3.94 2.92  0.077
H: 2.24 -1.63 3.57  0.084
H: -1.31 1.50 -4.39  0.060
H: 3.52 -0.07 2.00  0.056
H: 1.65 -0.58 -1.00  0.061
H: -0.78 -0.47 -3.03  0.075
H: 1.63 -4.61 3.62  0.078
H: 0.70 -2.41 3.93  0.120
H: 3.23 2.48 -0.16  0.183
H: -1.30 0.99 -0.76  0.117
H: -1.99 -3.31 2.68  0.084
H: 0.51 0.82 -2.22  0.049
H: -1.19 2.29 -2.79  0.055
H: -5.60 3.43 -1.61  0.157
H: 1.94 -0.65 1.12  0.097
H: 2.56 -1.90 -1.75  0.070
H: -1.54 3.88 -4.89  0.120
H: -1.90 3.04 1.63  0.038
H: 2.82 -3.72 4.58  0.083
H: 3.84 -2.48 -0.22  0.071
H: 0.74 0.98 -3.91  0.137
H: 1.77 1.05 0.45  0.060
H: -2.50 -2.24 1.46  0.084
H: 5.17 -0.02 1.60  0.105
H: 0.68 2.03 4.63  0.119
H: -2.56 -0.89 -2.94  0.131
H: -3.85 1.99 1.34  0.030
H: -0.51 3.81 0.21  0.155
H: -4.03 3.45 -2.37  0.097
H: 3.98 -0.12 0.36  0.052
H: -5.05 0.52 -0.04  0.125
H: 1.75 -3.36 0.28  0.054
H: -3.97 1.51 2.99  0.084
H: -2.95 0.71 1.70  0.061
H: -3.12 3.21 -4.99  0.108
H: -2.14 4.98 -3.28  0.137
H: 0.54 -2.01 -2.15  0.053
H: 1.17 -4.74 -0.65  0.119
H: 4.46 -2.98 -1.74  0.137
H: 2.39 2.34 1.37  0.070
H: 2.65 2.41 3.98  0.093
H: 0.25 1.69 2.86  0.029
H: -0.03 1.97 0.03  0.043
H: 0.39 3.76 1.70  0.176
H: -2.67 1.48 -3.41  0.068
H: -0.07 -3.63 -1.93  0.109
H: -1.52 -1.59 2.87  0.054
H: 0.39 -2.03 1.87  0.018

=====

Molecular formula: C14H52N14O12
Method: DFT, ωB97M-V/def2-TZVPD

Properties
HOMO energy: -9.2 eV
Net charge: 0
Maximum force: 12.98 eV Å⁻¹
Structure (SMILES): NC(N)=O.NC(N)=O.NC(N)=O.NC(N)=O.NC(N)=O.NC(N)=O.NC(N)=O.CCO.CCO.CO.CO.CO

Each line ends with the Löwdin charge.
Positions of all 92 atoms, in Å:
O: 0.98 0.62 4.40  -0.076
O: -0.30 3.18 1.02  -0.140
O: -1.84 -4.60 1.43  -0.121
O: 2.02 2.64 -2.83  -0.147
O: -1.97 -2.39 -2.42  -0.119
O: -1.33 1.93 4.11  -0.114
O: 3.60 -0.86 -3.45  -0.078
O: -5.19 -0.04 1.29  -0.163
O: 2.84 -3.30 0.48  -0.081
O: 5.46 2.39 1.88  -0.091
O: 0.39 0.67 0.90  -0.106
O: -1.63 0.59 -3.16  -0.102
N: -2.30 -2.40 1.10  0.111
N: -5.40 0.48 -1.07  0.147
N: 3.03 1.04 -1.36  0.112
N: 2.21 2.87 -0.43  0.146
N: 3.06 2.15 1.89  0.173
N: -0.12 -0.78 -0.87  0.161
N: -3.14 0.54 3.64  0.215
N: 2.41 -1.21 1.34  0.162
N: -0.49 -3.26 0.12  0.174
N: -4.03 -1.19 -0.53  0.104
N: 4.41 0.60 1.03  0.128
N: 2.48 -1.40 -0.75  0.141
N: -2.46 1.86 2.02  0.124
N: -1.81 0.02 0.33  0.147
C: -0.75 4.20 0.11  -0.104
C: -0.04 -1.36 5.29  -0.073
C: 2.41 2.18 -1.57  -0.533
C: 2.53 -1.98 0.36  -0.708
C: -2.28 1.40 3.21  -0.576
C: -4.90 -0.25 -0.10  -0.529
C: 0.47 -0.67 4.03  -0.301
C: -0.50 -0.01 0.08  -0.494
C: -1.74 1.78 -2.51  -0.187
C: -1.50 -3.34 0.97  -0.644
C: 3.01 -0.91 -4.68  -0.270
C: 1.50 -0.42 -4.55  -0.042
C: -0.77 -2.81 -3.08  -0.133
C: 4.29 1.71 1.65  -0.598
H: -3.04 0.15 4.57  0.137
H: 2.07 3.92 -0.53  0.157
H: -3.81 0.14 3.05  0.059
H: 2.47 -1.79 2.16  0.133
H: 2.70 -2.03 -1.50  0.113
H: 0.16 -2.67 -2.63  0.043
H: -0.76 2.18 -2.23  0.082
H: 2.51 2.57 0.49  0.009
H: 0.99 -0.75 -5.44  0.070
H: 3.61 -0.48 -5.41  0.100
H: -0.53 -2.30 5.06  0.075
H: -2.86 -2.37 1.99  0.180
H: -2.17 2.54 -3.15  0.094
H: -0.90 0.69 -3.77  0.077
H: 2.93 2.97 2.50  0.182
H: -0.73 -0.81 -1.72  0.112
H: -2.04 0.73 1.07  0.051
H: -2.27 1.64 -1.62  0.042
H: -0.87 -3.85 -3.42  0.099
H: 0.01 -4.12 -0.12  0.142
H: 3.03 -1.99 -4.97  0.125
H: 3.23 0.34 -2.14  0.107
H: 5.37 0.26 1.01  0.157
H: -0.67 -2.33 -4.04  0.073
H: -0.18 -2.35 -0.33  0.055
H: 0.27 2.55 0.60  0.000
H: 1.20 -1.30 3.54  0.079
H: 3.74 -0.19 1.30  0.099
H: 0.84 -0.99 -1.06  0.049
H: -1.63 4.03 -0.51  0.083
H: -1.97 -2.63 -1.50  0.034
H: -5.15 0.42 -2.09  0.147
H: -6.29 1.02 -0.98  0.145
H: 0.75 -1.48 5.98  0.058
H: -3.41 -1.81 0.13  0.087
H: 0.92 -0.74 -3.69  0.032
H: -0.74 -0.74 5.80  0.062
H: 2.29 1.56 1.91  0.057
H: -0.43 -0.51 3.39  0.090
H: 3.48 0.83 -0.41  0.089
H: -2.60 -0.40 -0.22  0.069
H: -0.71 5.22 0.44  0.082
H: -1.61 2.39 1.76  0.081
H: -3.81 -1.30 -1.51  0.106
H: 1.62 0.64 -4.51  0.054
H: -0.03 4.13 -0.63  0.028
H: 2.40 -0.39 -1.02  0.066
H: 1.81 -0.39 1.37  0.084
H: 0.24 1.16 4.49  -0.018
H: -1.97 -1.37 0.92  0.070
H: -3.35 2.05 1.40  0.206
H: 3.32 -1.69 -3.08  0.070